[1]
Entry from OMol25: a cluster of 10 separate species, C49H50N9O19 in total (the ωB97M-V functional and the def2-TZVPD basis).

Calculated values
total charge: -1
DFT total energy: -3817.9287 Ha
HOMO energy: -6.572 eV
2S+1: 1
orbital gap: 6.80 eV
relative energy (zero: lowest compared OMol25 entry of this formula, charge and spin): 93.7 kcal/mol

Last column: Mulliken charge in e.
Geometry (Å):
O: -3.1097 8.0668 -3.4728  -0.6154
O: -0.5598 1.5294 -0.0695  -0.3537
O: 2.2429 2.4083 0.2491  -0.6289
O: 3.7185 3.3277 -6.3962  -0.6357
O: 4.3057 0.7730 7.2639  -0.5934
O: -0.3562 -0.4913 0.4258  0.3288
O: 2.6228 -3.3229 -1.3430  -0.7493
O: -2.2361 -4.2404 3.7495  -0.5969
O: -1.5422 7.4901 -2.1521  -0.5852
O: 1.5653 2.6912 -6.4091  -0.5944
O: -0.4109 -1.9657 6.9871  -0.5916
O: 0.1859 -1.9877 4.7526  -0.3745
O: -0.3498 -5.3578 3.5691  -0.6183
O: -2.2185 0.1246 -0.3754  -0.5816
O: -4.2201 -0.3512 -3.8808  -0.5438
O: 4.1579 -0.0659 -6.2225  -0.4978
O: 4.8059 -1.3606 -4.4993  -0.5410
O: 3.2562 2.2223 8.4712  -0.5942
O: -3.6962 -2.1419 -5.1578  -0.5753
N: 3.8794 -0.8739 -5.2938  0.8231
N: -0.4808 -1.6299 5.7704  0.9202
N: 3.4358 1.6076 7.4749  0.9702
N: -4.0976 -1.6404 -4.0942  0.9105
N: -1.4045 -4.7892 3.1544  1.1277
N: 3.5696 0.7199 1.0791  0.4783
N: -2.4909 7.2032 -2.8124  0.9897
N: 2.5587 3.1114 -5.9249  1.1344
N: 2.8486 -3.7971 0.8467  0.3867
C: 2.2333 -3.8843 2.2038  -0.9354
C: -0.5541 -5.6121 -0.7240  -1.4605
C: 2.4261 0.7762 5.1403  -0.3275
C: -4.5236 -2.5036 -3.0011  -0.1165
C: 2.5214 1.1887 0.3739  -0.3614
C: -4.0599 5.2924 -3.6961  -0.5140
C: 2.3670 4.5741 -1.8154  -0.6572
C: -3.7153 1.3961 4.6161  -0.8074
C: 1.3658 -0.3497 -5.6207  -0.6333
C: 1.4102 1.0052 3.9409  0.1561
C: -5.2730 -2.9870 -0.5236  -0.3626
C: -1.7540 -3.2530 0.8949  0.1687
C: 3.5580 4.6677 -4.1499  -0.8462
C: -1.0704 0.3122 -0.0163  -0.0119
C: -1.1928 -4.4297 -1.3647  -0.9153
C: -1.8206 -0.2902 3.8332  0.2269
C: -1.3567 -4.6038 1.6955  -0.0620
C: -3.3152 1.1465 5.9578  -0.2318
C: 4.6568 1.6239 1.5371  -1.0862
C: -4.7367 -1.9373 -1.5342  -0.7870
C: -1.7694 -3.3235 -0.6583  0.9274
C: -4.4635 3.8665 -3.8563  -0.3742
C: 1.4468 3.6062 -2.1964  0.4768
C: 3.4978 5.0625 -2.7302  -0.3559
C: 2.5213 1.8710 6.2523  -0.1926
C: 0.4420 3.0875 5.2508  -0.6797
C: -5.3065 -4.4233 -0.8156  -0.1192
C: 2.5016 3.5863 -4.5680  -0.1799
C: -0.0478 -0.2596 -5.0985  -0.6773
C: 1.4476 2.8024 6.3810  -0.4389
C: -2.8616 0.7631 3.5561  -1.0342
C: 0.4763 2.0627 3.9787  -0.4368
C: -2.2418 0.2092 6.3911  -0.5073
C: -4.8435 -4.9900 -2.0819  -0.9819
C: 1.4095 3.0924 -3.6145  -0.5599
C: 0.7298 -0.9096 -2.8261  0.1158
C: -4.3174 -4.0415 -3.2277  -0.8025
C: -2.2794 4.7982 -1.9654  -0.6000
C: -0.3109 -0.4371 -3.5764  -0.1289
C: -2.7101 3.2991 -2.0723  -0.2203
C: 3.8576 -0.7188 1.0071  -1.0880
C: -0.6909 -5.6940 0.8968  -0.8006
C: 2.1743 -1.1207 -3.3125  -0.4333
C: -1.5938 -0.6933 5.3492  -0.2907
C: 2.4783 -0.8420 -4.7612  -0.0934
C: 4.2985 -3.7871 0.7591  -1.1564
C: -2.8595 5.8296 -2.8193  -0.1576
C: -3.7030 2.8757 -3.1369  -0.7204
C: 2.1133 -3.3349 -0.1995  0.4531
H: 4.2716 5.0781 -4.6652  0.6862
H: -5.3149 3.5486 -4.5928  0.2842
H: 1.0761 -3.0817 0.1465  0.0585
H: -4.8280 -5.8606 -2.2495  0.9006
H: 2.9259 -0.2887 5.1612  0.3556
H: -5.5892 -5.1499 0.0657  0.2711
H: -4.6094 -1.0635 -1.3898  1.1559
H: -4.5240 2.0694 4.4520  0.4732
H: 2.5195 4.8987 -0.8058  0.4420
H: 0.4181 -0.9215 -1.9040  0.3525
H: 3.1621 -3.7495 3.0007  0.2835
H: 0.1740 1.6249 0.4225  -0.1081
H: -4.6526 5.8695 -4.2116  0.5567
H: 0.5540 2.6840 -3.7838  0.9798
H: 3.4520 -1.1581 1.8277  0.7229
H: -0.5032 3.7560 5.3672  0.3234
H: 4.8260 -4.6374 0.5737  0.4643
H: -5.6101 -2.3633 0.5159  0.1820
H: -1.0342 -4.3251 -2.3337  0.7837
H: 4.8491 -1.1124 1.0954  0.5613
H: -2.3045 2.3688 -1.3301  0.2515
H: 4.8394 -3.4482 1.6910  0.3159
H: 5.1732 2.2370 0.7521  0.2644
H: 1.6741 -4.7718 2.4566  0.2205
H: -0.1019 -6.4796 1.3508  0.3655
H: -3.8838 1.9315 -3.1335  0.7567
H: 1.7537 -2.9783 2.5178  0.3147
H: 1.4699 0.1735 3.2818  0.5111
H: -2.0039 -2.3526 -1.2640  -0.1076
H: -1.3157 -0.7121 2.8806  0.8513
H: 1.8250 0.4250 0.1454  0.6030
H: -0.2029 2.0105 3.1109  0.4434
H: -3.9333 -4.3845 -4.0222  0.8130
H: -0.1981 -6.2446 -1.2802  0.9946
H: -0.7619 0.0115 -5.8612  0.4459
H: 1.0983 3.1982 7.2846  0.4236
H: -2.9851 0.9467 2.5273  0.8073
H: -1.3973 -0.4183 -3.1743  0.0768
H: 1.5780 -0.0323 -6.6097  0.5013
H: 4.6443 -3.1599 -0.0358  0.3756
H: 4.4094 5.6925 -2.2585  0.2119
H: -1.6696 5.1061 -1.3112  0.8393
H: 2.9273 -1.2860 -2.6122  0.6342
H: 5.1657 1.1424 2.3308  0.3891
H: 3.9737 2.4462 1.8313  0.3385
H: 3.4138 -1.2416 0.1694  -0.1986
H: -2.1933 -2.2393 1.2916  0.2326
H: -1.7613 0.0810 7.4796  0.2825
H: 0.6434 2.9321 -1.5577  -0.0133
H: -3.9815 1.5991 6.9139  0.1489

[2]
Entry from OMol25: a cluster of 8 separate species, C45H112N8O in total (the ωB97M-V functional and the def2-TZVPD basis).

Calculated values
total charge: +1
DFT total energy: -2294.4587 Ha
expectation value of S²: 0.755
HOMO energy (alpha / beta): -9.485 / -9.485 eV
2S+1: 2
orbital gap (alpha / beta): 7.11 / 2.53 eV
relative energy (zero: lowest compared OMol25 entry of this formula, charge and spin): 8.5 kcal/mol

Last column: Löwdin spin population.
Geometry (Å):
O: -1.2693 4.3820 6.0057  0.0000
N: 0.4295 5.5033 5.1292  0.0000
N: 3.5294 1.7525 -4.2974  0.0000
N: 3.8417 5.0525 1.4825  0.0000
N: -0.2939 -5.9776 -2.5950  0.6399
N: -1.4023 0.9856 -0.6642  0.0012
N: -2.7172 -0.1124 4.8015  0.0000
N: -8.1393 -1.8324 -2.8505  0.0000
N: 4.6422 -3.0890 1.4965  0.0000
C: 1.9699 4.5696 -0.2121  0.0000
C: -1.2539 -1.5143 -1.3652  0.0019
C: 0.5245 1.0923 0.9579  0.0000
C: -2.6450 -1.5295 5.3503  0.0000
C: -3.0403 -1.5578 6.8224  0.0000
C: 0.0457 1.3151 -0.5003  0.0001
C: -6.9224 -0.9584 -2.6312  0.0000
C: 5.5825 -4.2253 1.6299  0.0000
C: 1.3750 1.5697 -5.4371  0.0000
C: 1.2845 6.0625 4.1475  0.0000
C: -0.9601 -4.8621 -3.3485  0.0654
C: -2.0415 2.9267 -2.1272  0.0000
C: -1.8285 -5.3360 -4.4609  0.0006
C: -2.6516 -0.1846 3.3317  0.0000
C: 4.9406 5.9180 1.7825  0.0000
C: 4.1211 3.6090 1.7133  0.0000
C: 4.5776 7.4689 1.6172  0.0000
C: 3.9118 3.1997 3.1056  0.0000
C: -9.3246 -0.2211 -4.6593  0.0000
C: 6.2981 -1.4929 1.8420  0.0000
C: 4.3665 0.9054 -3.3310  0.0000
C: -2.2208 -7.0027 -1.3285  0.0501
C: -0.7019 4.7668 4.9909  0.0000
C: -8.6961 -1.6597 -4.2030  0.0000
C: 4.7688 3.9356 -3.9213  0.0000
C: 3.3438 5.2607 0.0893  0.0000
C: -5.8059 -1.3128 -3.6558  0.0000
C: -8.8677 -1.7921 -0.3411  0.0000
C: -1.7650 -0.4444 -0.3623  0.0003
C: -0.3296 0.5331 5.2544  0.0000
C: 2.7352 0.9788 -5.3018  0.0000
C: -9.2395 -1.6194 -1.9009  0.0000
C: 5.8043 -4.9643 2.9341  0.0000
C: -1.1220 4.1704 3.6348  0.0000
C: 0.6224 -5.6542 -1.4959  0.0612
C: 4.9325 -1.8688 2.3345  0.0000
C: -3.1225 1.1121 2.5828  0.0000
C: -1.9144 1.3708 -2.0117  0.0001
C: 2.1149 -2.6183 1.2272  0.0004
C: -1.8113 0.8561 5.4111  0.0000
C: 3.2562 -3.5307 1.7850  0.0000
C: 3.5255 -0.0428 -2.3182  0.0000
C: -0.9929 -7.2033 -2.2297  0.0604
C: 1.8000 -4.7201 -1.9650  0.0110
C: 4.3496 2.8104 -4.8803  0.0000
H: 3.4440 3.0166 1.0979  0.0000
H: -0.4548 3.3108 3.5715  0.0000
H: -2.7894 -7.8625 -0.9741  0.0037
H: -5.4202 -2.3116 -3.4516  0.0000
H: 0.6384 0.7603 -1.2277  0.0000
H: -0.2471 -7.9198 -1.8855  0.0015
H: 5.3317 -4.9688 0.8733  0.0000
H: 5.4257 7.9555 2.0989  0.0000
H: 3.0943 3.7465 3.5755  0.0000
H: 2.2659 6.2690 4.5746  0.0000
H: 0.1948 2.3554 -0.7893  0.0000
H: 2.8282 -0.0889 -5.1033  0.0000
H: -6.5074 -1.1341 -1.6387  0.0000
H: -1.7795 -6.6538 -0.3949  0.0011
H: 0.3292 1.2075 5.8015  0.0000
H: 3.0919 -3.6466 2.8563  0.0000
H: 0.7404 5.6222 6.0828  0.0000
H: -2.3777 -0.8556 7.3283  0.0000
H: 2.8877 0.6525 -1.7725  0.0000
H: 6.4513 -0.5135 2.2953  0.0000
H: 1.5952 -3.6674 -1.7702  -0.0001
H: 3.1972 1.0844 -6.2834  0.0000
H: -6.0018 -1.1449 -4.7149  0.0000
H: -9.1145 0.6756 -4.0764  0.0000
H: -0.1632 1.5124 1.6919  0.0000
H: 6.8321 -5.3244 2.9792  0.0000
H: 5.0767 -2.0061 3.4062  0.0000
H: 5.0285 4.9249 -4.2979  0.0000
H: -4.1142 1.4294 2.9052  0.0000
H: 5.1002 -5.7964 2.9312  0.0000
H: -2.0409 1.7998 4.9163  0.0000
H: -2.0937 1.1048 6.4341  0.0000
H: -9.9214 -0.7787 -2.0287  0.0000
H: -8.2087 -2.6367 -0.1403  0.0000
H: -1.2885 -6.0653 -5.0646  0.0003
H: -0.1655 -1.5108 -1.4245  0.0000
H: 5.1537 2.2423 -5.3480  0.0000
H: 1.4146 5.3536 3.3298  0.0000
H: -0.0707 0.4414 4.1996  0.0000
H: 4.2006 -1.0851 2.1390  0.0000
H: 5.0647 3.1490 1.4199  0.0000
H: -9.3952 -2.4623 -4.4379  0.0000
H: 4.1300 4.7921 -0.5026  0.0000
H: -2.1364 3.7941 3.7672  0.0000
H: 1.9385 3.4965 -0.0234  0.0000
H: -7.8824 -1.8387 -4.9057  0.0000
H: -1.2181 3.5203 -1.7299  0.0000
H: -2.4136 1.9399 2.6025  0.0000
H: -9.7031 -1.9566 0.3395  0.0000
H: 5.1971 0.4758 -3.8909  0.0000
H: 1.3123 4.9761 0.5563  0.0000
H: -4.1085 -1.3703 6.9311  0.0000
H: 3.8642 4.1827 -3.3657  0.0000
H: 1.5731 4.8693 -1.1821  0.0000
H: 2.4557 -2.2764 0.2499  0.0000
H: -1.7072 -1.2155 -2.3103  0.0000
H: 3.6301 7.7347 2.0860  0.0000
H: 3.9037 -0.8416 -1.6802  0.0000
H: 1.3462 2.5577 -5.8967  0.0000
H: -0.1178 -4.3286 -3.7889  0.0173
H: -1.1490 1.0883 -2.7346  0.0000
H: -1.5468 -2.5378 -1.1311  0.0014
H: -2.8214 -5.6658 -4.1552  0.0001
H: 3.9239 2.1359 3.3432  0.0000
H: 5.2337 5.8920 2.8320  0.0000
H: 1.1531 -6.5582 -1.1971  0.0070
H: 0.4289 0.0102 1.0472  0.0000
H: 0.8682 1.6630 -4.4765  0.0000
H: -9.9244 -2.4655 -1.9567  0.0000
H: 2.1260 -4.9404 -2.9815  -0.0001
H: 4.6995 7.8272 0.5950  0.0000
H: -2.9982 3.1799 -1.6704  0.0000
H: -1.3406 -4.0915 -2.6782  0.0299
H: -2.0277 -4.5381 -5.1763  -0.0009
H: 0.8120 0.8313 -6.0079  0.0000
H: -7.1357 0.1103 -2.6564  0.0000
H: 6.3660 -1.4299 0.7560  0.0000
H: -2.0261 3.1126 -3.2011  0.0000
H: -3.3832 -2.0472 4.7378  0.0000
H: -4.9328 -0.6836 -3.4829  0.0000
H: 2.6515 -4.8304 -1.2936  0.0003
H: 4.9455 1.5263 -2.6473  0.0000
H: -3.2830 -1.0091 3.0006  0.0000
H: 1.2653 -3.2227 0.9094  0.0004
H: 3.2502 6.3019 -0.2192  0.0000
H: -2.9323 -6.3318 -1.8099  0.0002
H: -0.1493 -0.4207 5.7501  0.0000
H: 3.2880 -4.5193 1.3270  0.0000
H: 1.7629 -1.7884 1.8399  0.0000
H: 1.5351 1.3206 1.2963  0.0000
H: 5.7848 5.8010 1.1029  0.0000
H: 5.4864 3.5909 -3.1768  0.0000
H: -2.8501 0.9449 -2.3738  0.0000
H: -8.4615 -0.8134 -0.0855  0.0000
H: -10.3820 -0.2799 -4.9175  0.0000
H: 5.5062 -4.5144 3.8812  0.0000
H: 0.1883 -5.2938 -0.5633  0.0316
H: 2.8523 -0.6607 -2.9124  0.0000
H: -3.2552 0.8771 1.5267  0.0000
H: 6.5673 -3.9328 1.2657  0.0000
H: -1.6001 -0.3222 3.0798  0.0000
H: -1.6685 -2.0137 5.3579  0.0000
H: 0.8581 6.9785 3.7385  0.0000
H: 7.0661 -2.1063 2.3131  0.0000
H: -8.9345 0.0367 -5.6439  0.0000
H: -0.9830 4.8087 2.7622  0.0000
H: 4.7759 3.5256 3.6846  0.0000
H: -1.3316 -7.7103 -3.1332  0.0136
H: -1.3949 -0.5383 0.6587  0.0000
H: -2.8146 -2.5131 7.2963  0.0000
H: 3.8396 3.2702 -5.7269  0.0000
H: -2.8191 -0.5271 -0.0972  0.0000

[3]
Entry from OMol25: a structure of composition C11H17CeCl2NO2S (the ωB97M-V functional and the def2-TZVPD basis).

Calculated values
total charge: -2
DFT total energy: -2428.3940 Ha
HOMO energy: 0.272 eV
2S+1: 1
orbital gap: 4.12 eV
relative energy (zero: lowest compared OMol25 entry of this formula, charge and spin): 0.0 kcal/mol

Last column: Mulliken charge in e.
Geometry (Å):
Ce: 0.6645 1.0673 0.1445  0.9063
Cl: 2.1809 0.5006 2.0669  -0.3064
Cl: 2.8381 1.2024 -1.6581  -0.6046
S: 2.6454 5.6547 0.0810  -0.5799
O: -0.7071 2.1785 1.5208  -0.6487
O: 1.2064 0.5645 5.0668  -1.0707
N: 1.3606 3.2122 -0.0504  -0.4739
C: -1.1295 -1.0691 2.0878  -1.4345
C: -2.8268 0.4230 -0.1900  -1.6055
C: -0.8088 -1.0208 0.6418  0.5363
C: 1.3872 -1.5755 -2.3873  -1.3652
C: -0.8261 -0.4351 -1.6240  0.4251
C: 1.9648 4.2467 0.0501  0.5974
C: 0.3792 -1.1691 -1.3687  0.4099
C: 1.4721 -2.3366 0.6694  -1.5763
C: -1.2317 0.0886 -2.9570  -1.6020
C: 0.4007 -1.5377 0.0216  0.6885
C: -1.5713 -0.3447 -0.3863  0.4776
H: 1.4553 -2.2240 1.7640  0.3722
H: -2.9535 0.7681 0.8533  0.2838
H: 1.1026 -2.5449 -2.8264  0.3309
H: -3.6588 -0.2595 -0.4408  0.3562
H: -2.9168 1.3116 -0.8512  0.3259
H: -1.6261 -0.7558 -3.5520  0.3048
H: -0.9769 2.9557 1.0019  0.2041
H: -1.7261 -1.9853 2.2408  0.3471
H: -2.0231 0.8522 -2.8738  0.3444
H: 1.4675 -0.8418 -3.2036  0.3280
H: -1.7188 -0.1943 2.4228  0.2655
H: -0.3871 0.5231 -3.5280  0.3299
H: -0.2360 -1.1147 2.7422  0.3449
H: 1.3080 -3.3947 0.4066  0.3340
H: 2.3922 -1.6805 -1.9516  0.3001
H: 0.6151 0.9861 5.7434  0.0849
H: 2.4839 -2.0512 0.3236  0.3697